Record 1
Formula: C24H31NO3
Source: the OMol25 dataset
Level of theory: ωB97M-V/def2-TZVPD

Values from the calculation:
* relative energy (zero: lowest compared OMol25 entry of this formula, charge and spin): 1.811 eV
* HOMO energy: -0.2950 hartree
* SMILES: COc1ccc(CC2(CO)CCN(C/C=C/c3ccccc3OC)CC2)cc1

Structure (ORCA input):
```
! RIJCOSX wB97M-V def2-TZVPD def2/J DEFGRID3
* xyz 0 1
C 7.610 -2.293 -1.022
O 7.014 -2.023 0.223
C 6.026 -1.087 0.282
C 5.554 -0.351 -0.799
C 4.542 0.577 -0.616
C 3.969 0.793 0.629
C 2.863 1.790 0.819
C 1.440 1.266 0.490
C 1.142 -0.009 1.310
O 1.701 -1.189 0.791
C 0.449 2.375 0.877
C -0.967 2.131 0.360
N -0.941 1.946 -1.076
C -2.268 1.966 -1.678
C -3.171 0.854 -1.226
C -4.167 1.038 -0.362
C -5.085 0.061 0.204
C -6.023 0.526 1.127
C -6.942 -0.307 1.733
C -6.942 -1.653 1.418
C -6.027 -2.150 0.505
C -5.098 -1.317 -0.107
O -4.183 -1.769 -1.010
C -4.178 -3.131 -1.361
C -0.157 0.774 -1.418
C 1.298 0.997 -1.012
C 4.464 0.062 1.709
C 5.472 -0.864 1.543
H 8.352 -3.068 -0.832
H 8.109 -1.408 -1.430
H 6.878 -2.665 -1.746
H 5.969 -0.483 -1.786
H 4.202 1.150 -1.466
H 3.055 2.660 0.186
H 2.864 2.127 1.858
H 0.067 -0.196 1.330
H 1.472 0.151 2.347
H 2.663 -1.100 0.795
H 0.803 3.315 0.450
H 0.419 2.484 1.964
H -1.579 3.011 0.580
H -1.425 1.271 0.878
H -2.129 1.911 -2.762
H -2.715 2.936 -1.436
H -2.935 -0.127 -1.604
H -4.350 2.050 -0.012
H -6.022 1.579 1.373
H -7.651 0.089 2.444
H -7.651 -2.324 1.878
H -6.048 -3.203 0.276
H -3.379 -3.240 -2.093
H -3.965 -3.771 -0.499
H -5.127 -3.434 -1.817
H -0.208 0.632 -2.501
H -0.535 -0.141 -0.934
H 1.880 0.118 -1.289
H 1.676 1.861 -1.562
H 4.058 0.226 2.697
H 5.856 -1.427 2.379
*
```

Record 2
Formula: C24H31NO3
Source: the OMol25 dataset
Level of theory: ωB97M-V/def2-TZVPD

Values from the calculation:
* relative energy (zero: lowest compared OMol25 entry of this formula, charge and spin): 1.923 eV
* HOMO energy: -0.2829 hartree
* SMILES: COc1ccc(CC2(CO)CCN(C/C=C/c3ccccc3OC)CC2)cc1

Structure (ORCA input):
```
! RIJCOSX wB97M-V def2-TZVPD def2/J DEFGRID3
* xyz 0 1
C 1.409 4.812 -1.148
O 0.284 4.239 -0.532
C -0.075 2.972 -0.889
C -1.303 2.524 -0.404
C -1.801 1.298 -0.788
C -1.085 0.462 -1.641
C -1.683 -0.805 -2.179
C -1.601 -2.070 -1.292
C -2.359 -3.174 -2.066
O -3.706 -2.863 -2.331
C -0.143 -2.486 -1.068
C -0.016 -3.659 -0.080
N -0.697 -3.474 1.183
C 0.073 -2.820 2.232
C 0.729 -1.515 1.882
C 0.258 -0.328 2.260
C 0.850 0.985 2.054
C 0.255 2.065 2.705
C 0.789 3.337 2.664
C 1.960 3.554 1.965
C 2.560 2.511 1.281
C 2.013 1.235 1.294
O 2.554 0.190 0.602
C 3.689 0.410 -0.197
C -2.061 -3.030 1.010
C -2.220 -1.815 0.087
C 0.163 0.892 -2.067
C 0.666 2.133 -1.711
H 1.305 4.827 -2.238
H 2.331 4.287 -0.879
H 1.460 5.835 -0.777
H -1.864 3.177 0.245
H -2.781 1.000 -0.446
H -1.197 -1.042 -3.129
H -2.742 -0.629 -2.389
H -2.295 -4.132 -1.537
H -1.897 -3.302 -3.049
H -4.169 -2.780 -1.490
H 0.398 -1.623 -0.676
H 0.315 -2.776 -2.017
H 1.039 -3.850 0.125
H -0.428 -4.565 -0.542
H 0.857 -3.530 2.527
H -0.597 -2.686 3.085
H 1.637 -1.589 1.308
H -0.652 -0.304 2.852
H -0.648 1.888 3.271
H 0.303 4.150 3.181
H 2.410 4.536 1.941
H 3.473 2.703 0.737
H 4.554 0.719 0.400
H 3.905 -0.549 -0.667
H 3.498 1.155 -0.976
H -2.478 -2.800 1.994
H -2.626 -3.881 0.608
H -3.280 -1.559 0.000
H -1.706 -0.965 0.539
H 0.748 0.262 -2.722
H 1.623 2.443 -2.103
*
```

Record 3
Formula: C24H32As2N3O11Zr
Source: the OMol25 dataset
Level of theory: ωB97M-V/def2-TZVPD

Values from the calculation:
* relative energy (zero: lowest compared OMol25 entry of this formula, charge and spin): 0.031 eV
* HOMO energy: -0.4330 hartree

Structure (ORCA input):
```
! RIJCOSX wB97M-V def2-TZVPD def2/J DEFGRID3
* xyz 1 1
Zr -0.063 0.242 -0.128
N -2.272 0.066 0.813
C -2.037 0.657 2.171
C -0.659 0.181 2.677
O -0.599 -0.584 3.618
N 0.375 0.685 1.912
C 1.740 0.242 2.257
C 2.577 -0.162 1.038
O 3.757 -0.304 1.059
O 1.823 -0.368 -0.092
H -3.025 0.564 0.346
H -2.605 -0.889 0.952
H -2.768 0.333 2.912
H -2.040 1.742 2.076
H 1.703 -0.624 2.929
H 2.289 1.036 2.769
C -2.431 1.688 -2.072
C -1.185 2.074 -1.337
C -1.022 2.863 -0.199
C 0.368 3.008 0.003
C 1.006 2.315 -1.016
C 2.455 2.275 -1.367
N 0.053 1.700 -1.820
H -2.462 2.202 -3.034
H -3.326 1.971 -1.517
H -2.475 0.613 -2.284
H -1.810 3.345 0.361
H 0.857 3.582 0.775
H 2.667 3.056 -2.099
H 2.740 1.314 -1.796
H 3.082 2.453 -0.493
C 0.746 -3.605 5.635
O -0.239 -3.769 4.591
C 0.168 -3.449 3.384
O 1.275 -3.041 3.100
C -0.886 -3.474 2.318
C -2.141 -3.893 2.427
As -3.668 -3.511 1.239
C -4.167 -5.367 0.896
C -2.698 -3.154 -0.433
C -1.401 -2.890 -0.578
As -0.089 -2.548 0.839
C 1.370 -3.647 0.210
C -0.736 -2.635 -1.892
O -0.406 -3.446 -2.692
O -0.364 -1.287 -2.013
C 0.445 -1.052 -3.227
C -3.693 -3.061 -1.559
O -4.846 -3.375 -1.408
O -3.191 -2.553 -2.683
C -4.110 -2.499 -3.798
C -2.584 -4.757 3.582
O -2.182 -5.874 3.742
O -3.520 -4.134 4.296
C -4.075 -4.869 5.408
H 0.217 -3.827 6.555
H 1.119 -2.584 5.626
H 1.564 -4.305 5.479
H -4.502 -5.803 1.837
H -3.320 -5.931 0.512
H -4.988 -5.364 0.184
H 1.107 -4.690 0.391
H 2.265 -3.370 0.764
H 1.526 -3.482 -0.854
H 1.425 -1.497 -3.064
H 0.494 0.028 -3.319
H -0.062 -1.523 -4.063
H -3.523 -2.129 -4.632
H -4.931 -1.825 -3.562
H -4.497 -3.493 -4.005
H -5.103 -4.533 5.507
H -3.507 -4.620 6.302
H -4.031 -5.938 5.218
*
```

Record 4
Formula: C24H32AsBiFN4O8S
Source: the OMol25 dataset
Level of theory: ωB97M-V/def2-TZVPD

Values from the calculation:
* relative energy (zero: lowest compared OMol25 entry of this formula, charge and spin): 0.000 eV
* HOMO energy: -0.4022 hartree

Structure (ORCA input):
```
! RIJCOSX wB97M-V def2-TZVPD def2/J DEFGRID3
* xyz 1 1
Bi 0.239 1.186 0.900
C 3.544 3.688 1.410
C 3.604 2.614 0.275
C 4.779 2.860 -0.607
O 2.410 2.796 -0.590
C 3.529 1.141 0.865
O 4.540 0.474 0.972
O 2.325 0.696 1.291
H 3.436 4.688 0.924
H 4.541 3.629 1.867
H 2.744 3.468 2.167
H 4.616 3.714 -1.288
H 5.089 1.958 -1.187
H 5.589 3.131 0.014
H 2.502 2.118 -1.280
C -1.836 1.426 5.087
As -0.206 2.351 4.532
C 1.378 1.209 4.831
C -0.135 4.015 5.624
S -0.281 3.239 2.466
H -1.857 0.529 4.519
H -2.694 2.079 4.862
H -1.593 1.197 6.122
H 1.643 0.775 3.863
H 1.096 0.414 5.592
H 2.196 1.800 5.184
H -0.204 3.761 6.688
H -0.933 4.723 5.363
H 0.828 4.517 5.406
C 1.506 -4.211 -3.612
N 1.299 -3.297 -2.442
N 0.655 -2.015 -2.571
C 1.011 -1.273 -1.475
O 0.585 -0.085 -1.368
C 1.750 -2.137 -0.543
C 1.969 -3.283 -1.311
C 2.738 -4.460 -0.813
C -0.314 -1.717 -3.545
C -0.671 -0.322 -3.865
C -1.678 -0.076 -4.772
C -2.316 -1.108 -5.469
C -2.074 -2.451 -5.132
C -1.113 -2.734 -4.184
H 1.485 -3.658 -4.587
H 0.692 -4.933 -3.595
H 2.405 -4.793 -3.474
H 2.234 -1.818 0.366
H 2.812 -4.428 0.283
H 3.764 -4.532 -1.194
H 2.255 -5.386 -1.028
H -0.085 0.492 -3.351
H -1.959 0.956 -4.922
H -3.074 -0.874 -6.220
H -2.598 -3.292 -5.532
H -1.126 -3.742 -3.729
F -6.808 -1.176 -0.493
C -5.595 -0.617 -0.564
C -4.577 -1.116 0.151
N -3.253 -0.585 0.075
C -2.140 -1.317 0.670
C -1.919 -0.800 2.084
O -2.782 -1.018 2.918
O -0.793 -0.180 2.303
C -3.098 0.679 -0.360
O -1.998 1.349 -0.339
N -4.202 1.264 -0.933
C -5.418 0.651 -1.299
O -6.196 1.138 -2.088
H -4.677 -1.928 0.837
H -1.254 -1.161 0.002
H -2.326 -2.414 0.620
H -4.005 2.211 -1.372
*
```

Record 5
Formula: C24H32AuClP2
Source: the OMol25 dataset
Level of theory: ωB97M-V/def2-TZVPD

Values from the calculation:
* HOMO energy (alpha / beta): -0.5520 / -0.5453 hartree

Structure (ORCA input):
```
! RIJCOSX wB97M-V def2-TZVPD def2/J DEFGRID3
* xyz 2 3
Au 0.147 1.012 -0.120
Cl -0.621 3.158 -0.890
P -0.708 -0.948 -0.984
C -1.607 -2.107 0.059
C -1.385 -3.499 -0.006
C -2.163 -4.373 0.754
C -3.168 -3.887 1.591
C -3.389 -2.508 1.667
C -2.627 -1.615 0.908
C -1.951 -0.188 -2.099
C -1.475 0.663 -3.123
C -2.369 1.359 -3.936
C -3.745 1.196 -3.766
C -4.224 0.312 -2.801
C -3.336 -0.380 -1.966
C 0.235 -2.057 -2.055
C 1.622 -1.868 -2.198
C 2.357 -2.694 -3.061
C 1.706 -3.650 -3.854
C 0.314 -3.768 -3.780
C -0.427 -2.962 -2.912
H -0.405 0.837 -3.258
H -2.011 2.061 -4.689
H -4.448 1.767 -4.380
H -5.302 0.167 -2.730
H -3.744 -1.112 -1.261
H -0.664 -3.957 -0.692
H -2.007 -5.444 0.658
H -3.790 -4.589 2.135
H -4.193 -2.130 2.294
H -2.866 -0.543 0.928
H 2.113 -1.027 -1.692
H 3.435 -2.534 -3.140
H 2.275 -4.257 -4.557
H -0.186 -4.462 -4.448
H -1.518 -3.001 -2.954
H 1.152 -1.178 1.559
H 1.659 -1.342 1.019
C 0.921 4.686 1.535
C 2.042 3.669 1.344
P 1.593 1.916 1.607
C 3.253 1.203 1.950
C 4.282 1.884 2.868
C 0.798 1.969 3.282
C 1.438 2.632 4.508
H 0.245 4.671 0.660
H 1.395 5.666 1.607
H 0.321 4.541 2.439
H 2.501 3.713 0.344
H 2.841 3.889 2.055
H 3.088 0.156 2.233
H 3.721 1.180 0.947
H 4.070 1.877 3.951
H 5.186 1.289 2.700
H 4.546 2.905 2.564
H -0.180 2.441 3.090
H 0.593 0.912 3.531
H 1.648 3.712 4.435
H 0.664 2.529 5.276
H 2.347 2.110 4.855
*
```

Record 6
Formula: C24H32B2F2NO10
Source: the OMol25 dataset
Level of theory: ωB97M-V/def2-TZVPD

Values from the calculation:
* HOMO energy: -0.2481 hartree

Structure (ORCA input):
```
! RIJCOSX wB97M-V def2-TZVPD def2/J DEFGRID3
* xyz -1 1
C 3.818 -4.776 -1.281
C 3.577 -4.148 -0.077
C 3.539 -2.635 0.185
C 4.499 -2.122 1.192
C 5.485 -3.117 1.870
C 4.518 -0.724 1.535
C 3.600 0.254 0.922
C 2.678 -0.233 -0.082
C 1.696 0.819 -0.724
C 0.225 0.248 -0.576
C -0.801 1.266 0.057
C -2.032 0.391 0.588
C -3.413 1.151 0.527
C -4.137 0.817 -0.829
C -5.710 0.918 -0.789
C -6.390 0.061 0.335
C -7.984 0.092 0.188
C -8.636 -1.351 0.357
O -9.252 -1.716 -0.886
C -10.402 -2.549 -0.702
C 2.653 -1.660 -0.452
O 1.764 -2.144 -1.442
B 2.368 -1.822 -2.698
O 3.527 -2.466 -3.187
O 1.791 -0.830 -3.536
C 3.819 1.674 1.529
O 3.167 2.681 1.471
N 5.066 1.473 2.291
C 5.374 0.076 2.565
O 6.107 -0.297 3.432
H 3.216 -4.653 -2.204
H 4.669 -5.503 -1.323
H 3.433 -4.810 0.819
H 4.992 -3.840 2.559
H 6.293 -2.515 2.348
H 5.968 -3.712 1.046
H 1.847 1.812 -0.242
H 1.924 0.930 -1.813
H -0.202 -0.165 -1.522
H 0.278 -0.616 0.146
H -0.384 1.759 0.979
H -1.140 2.059 -0.655
H -1.781 -0.018 1.597
H -2.081 -0.492 -0.110
H -4.027 0.763 1.389
H -3.328 2.256 0.685
H -3.790 1.568 -1.597
H -3.863 -0.187 -1.252
H -6.035 1.986 -0.710
H -6.083 0.521 -1.774
H -6.070 -1.009 0.364
H -6.182 0.548 1.329
H -8.278 0.492 -0.813
H -8.439 0.760 0.963
H -7.860 -2.126 0.613
H -9.347 -1.279 1.219
H -10.202 -3.579 -1.107
H -10.754 -2.622 0.356
H -11.245 -2.095 -1.297
H 4.341 -2.028 -2.886
H 2.513 -0.187 -3.666
H 5.775 1.684 1.561
B 5.435 5.687 1.007
O 6.285 6.106 -0.133
C 6.920 5.035 -0.577
O 7.692 5.026 -1.502
C 6.521 3.855 0.246
O 6.912 2.719 0.104
O 5.661 4.225 1.171
F 4.076 5.941 0.721
F 5.822 6.372 2.179
*
```

Record 7
Formula: C24H32B4F12N4O2V
Source: the OMol25 dataset
Level of theory: ωB97M-V/def2-TZVPD

Values from the calculation:
* relative energy (zero: lowest compared OMol25 entry of this formula, charge and spin): 0.000 eV
* HOMO energy: -0.3364 hartree

Structure (ORCA input):
```
! RIJCOSX wB97M-V def2-TZVPD def2/J DEFGRID3
* xyz 1 1
O -1.070 1.879 -0.408
V -0.430 1.930 -1.907
O -0.902 0.582 -2.549
B -0.370 3.411 -4.015
H 0.249 4.060 -4.615
H -1.290 3.151 -4.517
H 0.181 2.501 -3.834
H -0.580 3.921 -3.088
C -0.806 4.219 3.964
N 0.096 3.147 3.666
C 0.076 2.593 2.464
C 0.843 1.529 2.200
C 1.742 0.945 3.112
C 1.693 1.510 4.410
C 0.817 2.636 4.640
C 2.624 -0.273 2.854
C 2.729 -1.316 3.801
C 3.686 -2.300 3.584
N 4.243 -2.425 2.364
C 4.031 -1.567 1.373
C 3.281 -0.445 1.602
C 5.231 -3.519 2.116
H -1.843 3.959 4.176
H -0.925 5.028 3.243
H -0.343 4.712 4.820
H -0.586 3.077 1.760
H 0.859 0.944 1.293
H 2.353 1.218 5.214
H 0.769 3.138 5.596
H 2.204 -1.387 4.742
H 3.786 -3.189 4.189
H 4.406 -1.706 0.369
H 3.112 0.349 0.890
H 6.208 -3.087 2.331
H 5.120 -3.921 1.108
H 5.055 -4.353 2.796
C 1.116 -6.040 -2.630
N 0.484 -4.799 -2.073
C 0.296 -3.713 -2.855
C -0.498 -2.655 -2.332
C -1.215 -2.788 -1.092
C -0.815 -3.878 -0.250
C 0.049 -4.856 -0.779
C -2.360 -1.885 -0.832
C -3.094 -1.411 -1.969
C -4.130 -0.453 -1.814
N -4.329 -0.006 -0.612
C -3.600 -0.361 0.498
C -2.655 -1.389 0.444
C -5.586 0.818 -0.394
H 1.720 -5.680 -3.463
H 0.294 -6.715 -2.871
H 1.871 -6.408 -1.936
H 0.698 -3.573 -3.848
H -0.516 -1.751 -2.923
H -1.313 -4.074 0.688
H 0.114 -5.759 -0.191
H -2.965 -1.974 -2.882
H -4.783 -0.239 -2.647
H -3.791 0.241 1.374
H -2.132 -1.670 1.346
H -5.236 1.800 -0.074
H -6.309 0.309 0.245
H -6.127 0.882 -1.338
B -3.634 2.878 -2.866
F -3.451 3.814 -3.778
F -3.298 1.678 -3.475
F -2.856 3.071 -1.800
F -4.963 2.893 -2.593
B 1.199 4.467 -0.111
F 1.728 5.515 -0.850
F 1.985 4.067 0.945
F 0.013 4.925 0.428
F 0.852 3.429 -1.001
B 2.194 0.010 -1.846
F 1.433 0.433 -0.777
F 1.811 0.855 -2.838
F 3.488 0.388 -1.745
F 2.060 -1.346 -2.229
*
```

Results for E_tot: -33022.6829 -33022.5712 -175354.5800 -127973.6292 -60182.2128 -54166.7482 -96469.4738 (in eV, following the order of the records).
Results for molecular weight: 381.5 381.5 779.6 839.5 614.9 554.1 730.7 (in g/mol, following the order of the records).